Formula: C26H66N5O14V
Source: the Open Molecules 2025 dataset
Level of theory: ωB97M-V/def2-TZVPD

Atoms and positions in Å:
O 3.2363 -0.0238 2.0440
V 1.6612 0.0385 1.7188
O 1.2254 1.4869 1.3539
N 0.3174 -1.4109 0.2355
O 1.5250 -0.9710 0.0403
O -0.0852 -2.3821 -0.3046
O -0.3863 -0.7419 1.0674
C -3.9465 -2.4000 -3.5129
O -3.4890 -1.1238 -3.2127
C -2.3302 -1.2538 -2.5130
C -1.8004 0.1491 -2.2049
N -2.7792 1.0359 -1.6002
C -2.6851 0.9709 -0.1377
C -3.8390 1.6839 0.4302
O -3.5489 2.0052 1.7966
C -3.7820 3.4048 2.0546
H -3.2959 -2.9983 -4.1672
H -4.8778 -2.4549 -3.9399
H -4.0163 -3.0633 -2.5820
H -1.6445 -1.8722 -3.0600
H -2.5419 -1.6792 -1.5777
H -1.4118 0.6018 -3.0956
H -0.9210 -0.0093 -1.5761
H -3.6797 0.7062 -1.9097
H -1.7783 1.4686 0.2267
H -2.6192 -0.0490 0.3001
H -4.7722 1.1143 0.3283
H -3.8453 2.6487 -0.1038
H -3.0164 4.0091 1.5067
H -3.6741 3.6229 3.1778
H -4.7683 3.6917 1.7118
C 3.2046 -0.2602 -2.9000
O 4.1854 -0.1916 -3.8790
C 5.2638 0.6542 -3.5133
C 6.3409 0.5413 -4.6631
N 5.8463 0.5667 -6.0733
C 5.0971 1.7737 -6.3367
C 4.8060 1.9153 -7.8451
O 4.1482 0.7155 -8.3042
C 2.7479 0.9350 -8.5404
H 3.6025 -0.5593 -1.9443
H 2.4796 -1.0182 -3.1800
H 2.6572 0.7097 -2.8735
H 5.7407 0.3268 -2.5685
H 4.9088 1.6366 -3.4091
H 6.7013 -0.4209 -4.4586
H 6.9655 1.3548 -4.5024
H 5.3681 -0.2766 -6.2987
H 5.6097 2.7006 -5.9853
H 4.1150 1.7677 -5.8359
H 5.6661 1.9494 -8.4696
H 4.1003 2.7725 -7.9670
H 2.3009 1.4973 -7.6845
H 2.3215 -0.0455 -8.5366
H 2.5081 1.4057 -9.5109
C -3.9229 -5.2126 0.0824
O -2.5576 -5.0151 0.4504
C -2.3158 -4.3298 1.6903
C -2.7126 -2.8592 1.6471
N -2.8505 -2.2860 3.0024
C -3.3593 -0.9017 3.0204
C -3.6078 -0.4927 4.5274
O -2.3976 -0.3811 5.2606
C -2.6621 -0.0678 6.5892
H -4.0416 -6.0517 -0.6380
H -4.2458 -4.3560 -0.4686
H -4.5981 -5.3435 0.9220
H -1.2366 -4.3772 1.7763
H -2.9166 -4.8177 2.4368
H -3.6553 -2.8515 1.1050
H -1.9573 -2.2858 1.0976
H -3.4506 -2.9577 3.5776
H -4.2936 -0.8265 2.4718
H -2.5994 -0.2811 2.5067
H -4.2629 -1.2501 4.9581
H -4.1610 0.4327 4.6840
H -3.2304 -0.8498 7.0482
H -3.2924 0.8396 6.6263
H -1.6844 0.1346 7.0735
C 2.3079 -3.2345 2.5682
O 1.4222 -2.1071 2.5800
C 0.6165 -2.2266 3.7272
C 0.7543 -0.8574 4.4914
N 0.5635 0.2208 3.5064
C 0.4507 1.5901 4.0172
C 1.4018 1.9467 5.1098
O 2.7045 1.6435 4.7988
C 3.2895 2.6837 3.9608
H 2.7279 -3.3226 3.5664
H 3.1062 -3.0672 1.7742
H 1.6880 -4.0811 2.2385
H 0.9623 -3.0389 4.3060
H -0.3974 -2.4159 3.4128
H 1.7568 -0.8463 4.8679
H 0.0383 -0.8974 5.3260
H -0.2773 0.0052 2.9920
H -0.5662 1.7839 4.3642
H 0.7027 2.1785 3.1538
H 1.1721 1.2738 5.9559
H 1.2824 3.0191 5.3238
H 4.3059 2.4311 3.7423
H 3.2761 3.7027 4.4693
H 2.7158 2.8246 3.0090
C 0.7788 3.0423 -1.7500
C -0.1162 3.8397 -0.8292
O -1.3934 3.8526 -1.3013
H 0.8873 3.5146 -2.8209
H 0.3758 2.0765 -1.8318
H 1.8186 2.9271 -1.2948
H 0.2442 4.8804 -0.7472
H -0.0602 3.4464 0.1896
H -1.6433 2.9435 -1.5384

Values from the calculation:
Kohn-Sham gap, eV: 8.5